No. 1
85
Properties=species:S:1:pos:R:3 method="wB97M-V/def2-TZVPD" molar_mass_da=635.6 homo_energy_ha=-0.3405 multiplicity=1 orbital_gap_ev=9.817
C -1.7604 2.6466 4.8937
C -2.2945 3.8285 4.0718
C -1.2704 4.3903 3.0814
C -1.1644 3.5426 1.8210
N -0.3269 2.3413 1.9184
C 0.0038 1.9525 0.6354
O 0.8077 1.1074 0.3753
C -0.7932 2.8386 -0.3975
C -0.0069 2.8296 -1.6968
C 0.0174 1.4935 -2.4502
C 1.2919 1.3174 -3.2986
C 2.2293 0.2170 -2.7930
C 1.8589 -1.1721 -3.3037
C 0.7442 -1.9192 -2.5592
C 0.8564 -1.9054 -1.0299
C 0.5171 -3.2579 -0.3960
C -0.8554 -3.7776 -0.7920
O -1.8167 -2.7435 -0.6789
C -3.0883 -3.1534 -0.2384
N -2.1006 2.1459 -0.5221
C -2.9332 2.3790 -1.3483
S -4.0391 2.6987 -2.3979
C -0.8894 4.1520 0.4294
C -2.1483 5.0242 0.1186
C -2.1127 5.5878 -1.2745
N -2.1064 6.8152 -1.5783
C 0.3219 5.1054 0.2840
C 1.3870 4.9450 1.3746
C 2.7936 5.1833 0.9830
O 2.1957 3.8269 1.3049
H -0.6720 2.6498 4.9263
H -2.0557 1.6872 4.4771
H -2.1051 2.6987 5.9229
H -3.2082 3.5458 3.5514
H -2.5711 4.6111 4.7773
H -0.3193 4.3934 3.6185
H -1.4959 5.4295 2.8520
H -2.1672 3.1225 1.7081
H 0.4894 2.4116 2.5126
H -0.3723 3.5891 -2.3902
H 1.0160 3.1163 -1.4598
H -0.1345 0.6415 -1.7997
H -0.8387 1.4910 -3.1288
H 1.0012 1.0856 -4.3240
H 1.8085 2.2771 -3.3515
H 3.2300 0.4414 -3.1665
H 2.2777 0.2737 -1.7070
H 2.7505 -1.8027 -3.2585
H 1.5852 -1.1144 -4.3584
H 0.7329 -2.9487 -2.9202
H -0.2181 -1.4875 -2.8399
H 1.8521 -1.6212 -0.6973
H 0.1331 -1.2011 -0.6334
H 0.5084 -3.1102 0.6862
H 1.2732 -4.0000 -0.6456
H -1.1180 -4.6114 -0.1376
H -0.8214 -4.1488 -1.8203
H -3.2589 -4.2201 -0.3895
H -3.8485 -2.6047 -0.7920
H -3.2232 -2.9229 0.8216
H -3.0547 4.4362 0.2497
H -2.1419 5.8934 0.7722
H -2.0552 4.8994 -2.1120
H -2.1528 7.3894 -0.7338
H 0.8734 4.9245 -0.6306
H 0.0034 6.1423 0.3583
H 1.1257 5.2867 2.3741
H 3.1661 4.9698 -0.0054
H 3.4574 5.3916 1.8087
Cl 2.6365 -6.0397 1.1595
C 3.3752 -6.9114 -0.2093
C 4.4517 -6.0954 -0.8754
Cl 3.7793 -4.6792 -1.7242
H 2.5815 -7.1696 -0.9051
H 3.8014 -7.8298 0.1908
H 4.9624 -6.7013 -1.6216
H 5.1827 -5.7382 -0.1550
Cl -0.2602 -7.5908 -0.5715
C -1.0622 -7.5147 1.0175
C -0.3814 -8.3881 2.0377
Cl -0.5732 -10.1241 1.6747
H -2.1025 -7.7962 0.8782
H -1.0190 -6.4768 1.3455
H -0.8243 -8.2164 3.0171
H 0.6824 -8.1727 2.0899



No. 2
83
Properties=species:S:1:pos:R:3 method="wB97M-V/def2-TZVPD" molar_mass_da=595.7 homo_energy_ha="-0.1520 / -0.1557" total_charge=-1 multiplicity=3 orbital_gap_ev="6.838 / 6.938"
Mo -0.4202 1.1815 0.3071
N 0.7146 -1.0192 -1.8759
C -0.2670 -1.8222 -2.5737
C -1.6517 -1.1711 -2.5117
N -1.9769 -0.6221 -1.2085
C -2.3389 -1.5875 -0.1816
C -1.1380 -1.9311 0.6839
N -0.5783 -0.7621 1.3956
H 0.8475 -0.1073 -2.2976
H 1.6084 -1.4797 -1.7762
H -0.3050 -2.8071 -2.0981
H -0.0354 -1.9991 -3.6326
H -2.3889 -1.9225 -2.8316
H -1.6924 -0.3518 -3.2281
H -2.6474 0.1292 -1.2772
H -2.7406 -2.5102 -0.6239
H -3.1176 -1.1620 0.4513
H -0.3392 -2.3231 0.0560
H -1.4238 -2.7167 1.3907
H 0.4455 -0.9735 1.5058
H -0.9906 -0.6628 2.3147
C 2.6794 2.9826 -0.2816
C 3.0588 1.5245 -0.3377
C 4.3102 1.2041 -0.8478
C 4.7143 -0.1301 -0.8174
C 3.9025 -1.0620 -0.2263
C 2.6557 -0.6730 0.3587
N 2.2173 0.6121 0.1748
N 1.8688 -1.5105 1.0337
Si 2.3104 -2.9354 1.8259
C 0.9136 -3.4018 3.0003
C 2.5562 -4.4715 0.7408
C 3.8934 -2.7411 2.8358
H 3.3044 3.4812 0.4628
H 1.6482 3.1113 0.0157
H 2.8472 3.4687 -1.2432
H 4.9451 1.9804 -1.2552
H 5.6697 -0.4212 -1.2416
H 4.1890 -2.1050 -0.1741
H 0.0134 -3.6829 2.4438
H 0.6606 -2.5743 3.6692
H 1.2011 -4.2611 3.6166
H 1.6918 -4.6289 0.0871
H 2.6768 -5.3675 1.3591
H 3.4415 -4.3853 0.1030
H 3.8562 -1.7973 3.3883
H 4.7670 -2.6998 2.1795
H 4.0475 -3.5531 3.5528
C -1.8627 4.1557 1.3162
C -2.8672 3.0006 1.2297
C -3.8083 3.2647 0.0432
C -2.2028 1.6463 0.9717
C -3.6150 2.9275 2.5584
C -4.9775 3.1699 2.6986
C -5.6040 3.0605 3.9384
C -4.8753 2.7080 5.0621
C -3.5098 2.4686 4.9363
C -2.8896 2.5756 3.7028
H -1.2790 4.1989 0.4047
H -1.1691 4.0142 2.1448
H -2.3881 5.1063 1.4521
H -3.2126 3.2619 -0.8721
H -4.3110 4.2338 0.1299
H -4.5682 2.4822 -0.0433
H -2.9329 0.8732 1.2418
H -5.5738 3.4494 1.8391
H -6.6681 3.2525 4.0189
H -5.3614 2.6188 6.0265
H -2.9233 2.1958 5.8064
H -1.8243 2.3834 3.6115
N 0.7800 2.2497 3.1034
C 0.3473 1.8652 2.0957
C -0.3374 4.4878 -2.1698
C -0.0959 3.0209 -2.5188
C -1.0078 2.6332 -3.6826
O -0.2705 2.1465 -1.4531
H -0.1233 5.1241 -3.0333
H 0.2974 4.7974 -1.3400
H -1.3792 4.6332 -1.8809
H 0.9397 2.9507 -2.8939
H -2.0542 2.7097 -3.3712
H -0.8126 1.6048 -3.9918
H -0.8435 3.2888 -4.5416



No. 3
86
Properties=species:S:1:pos:R:3 method="wB97M-V/def2-TZVPD" molar_mass_da=559.7 homo_energy_ha=-0.4139 total_charge=+1 multiplicity=1 orbital_gap_ev=8.143
C -6.7551 1.0178 2.7600
C -7.4567 0.1849 3.7981
O -8.5930 0.4276 4.0732
N -6.8068 -0.8860 4.4458
C -5.3723 -1.1155 4.1949
C -5.1052 -2.0680 3.0172
C -4.5712 -1.3978 1.7424
C -3.5430 -2.2620 1.0013
C -3.4483 -1.9367 -0.4827
C -2.1801 -2.3943 -1.2300
C -1.8243 -1.1875 -2.1278
C -0.4577 -1.1332 -2.7825
C 0.6638 -0.7037 -1.8432
C 2.0166 -0.7695 -2.4941
C 2.4994 0.2897 -3.2675
C 3.7591 0.2624 -3.8619
C 4.5630 -0.8590 -3.7130
C 4.0869 -1.9291 -2.9552
C 2.8361 -1.8879 -2.3428
C -2.1848 -0.0621 -1.1623
N -3.5895 -0.4811 -0.8561
H -7.4148 1.8440 2.5307
H -5.8213 1.4408 3.1209
H -6.5679 0.4750 1.8388
H -6.9194 -0.6896 5.4347
H -4.7798 -0.2047 4.1115
H -4.9957 -1.6293 5.0739
H -4.3634 -2.7908 3.3469
H -6.0267 -2.5801 2.7649
H -5.3968 -1.1966 1.0557
H -4.1087 -0.4391 1.9807
H -3.8512 -3.2992 1.0846
H -2.5597 -2.1706 1.4593
H -4.2812 -2.4836 -0.9205
H -1.3689 -2.5896 -0.5285
H -2.3219 -3.3016 -1.8040
H -2.5704 -1.2011 -2.9327
H -0.5129 -0.4176 -3.6009
H -0.2401 -2.1013 -3.2279
H 0.6835 -1.3280 -0.9488
H 0.4914 0.3254 -1.5249
H 1.8841 1.1702 -3.4188
H 4.1014 1.1186 -4.4215
H 5.5422 -0.8913 -4.1629
H 4.7252 -2.7943 -2.8497
H 2.4985 -2.7226 -1.7415
H -1.6374 -0.3122 -0.2579
H -2.0566 0.9687 -1.4592
H -4.1452 0.1267 -0.2539
H -4.1064 -0.4988 -1.7372
C -4.9145 -1.0577 8.7871
O -3.7257 -1.3692 8.0537
C -2.7197 -1.8085 8.8166
O -2.7533 -1.9488 10.0080
O -1.6787 -2.0622 8.0238
C -0.5222 -2.5434 8.7182
H -5.6446 -0.7164 8.0579
H -5.2961 -1.9408 9.2950
H -4.7257 -0.2644 9.5069
H -0.7419 -3.4811 9.2241
H -0.1719 -1.8050 9.4360
H 0.2408 -2.7073 7.9632
C 4.5811 5.7129 -4.9344
O 3.6606 4.6982 -4.5129
C 2.3858 4.9787 -4.7664
O 1.9644 5.9701 -5.2963
O 1.6414 3.9557 -4.3278
C 0.2416 4.1251 -4.5440
H 5.5712 5.3555 -4.6684
H 4.5229 5.8583 -6.0108
H 4.3804 6.6491 -4.4185
H 0.0221 4.2125 -5.6062
H -0.1280 5.0009 -4.0135
H -0.2377 3.2320 -4.1489
C 7.3467 1.7563 -2.8353
O 8.7399 1.8857 -3.1040
C 9.3060 0.7614 -3.5472
O 8.7369 -0.2847 -3.7279
O 10.5963 0.9980 -3.7564
C 11.3343 -0.1288 -4.2391
H 7.0021 2.7267 -2.4884
H 6.7979 1.4827 -3.7350
H 7.1668 1.0183 -2.0551
H 10.9423 -0.4611 -5.1981
H 11.3032 -0.9439 -3.5191
H 12.3587 0.2087 -4.3622